Record 1
A molecular structure, C46H43As2CsN7S, computed with the ωB97M-V functional and the def2-TZVPD basis.

Computed properties:
- molar mass (g mol⁻¹) = 1008.72
- charge = +1
- frontier orbital gap (eV) = 8.024
- LUMO level (hartree) = -0.0818

Each line ends with the Löwdin charge.
CARTESIAN COORDINATES (ANGSTROEM)
Cs 1.640 0.356 -1.191  1.01
C -0.959 -1.493 -1.609  -0.55
C -2.400 -1.512 -1.102  -0.44
As -3.389 0.071 -1.754  1.31
C -5.121 -0.447 -1.016  -0.40
C -5.873 -1.351 -1.769  -0.14
C -7.093 -1.819 -1.298  -0.09
C -7.578 -1.376 -0.072  -0.09
C -6.840 -0.468 0.676  -0.08
C -5.614 -0.006 0.208  -0.10
C -2.896 1.443 -0.461  -0.42
C -3.360 2.733 -0.728  -0.16
C -3.108 3.779 0.149  -0.09
C -2.370 3.549 1.306  -0.07
C -1.893 2.274 1.575  -0.07
C -2.158 1.226 0.696  -0.10
As 0.171 -3.133 -1.575  1.29
C -1.215 -4.458 -1.897  -0.42
C -1.332 -5.620 -1.144  -0.11
C -2.290 -6.573 -1.470  -0.07
C -3.133 -6.377 -2.555  -0.08
C -3.004 -5.229 -3.329  -0.08
C -2.044 -4.280 -3.004  -0.14
C 0.425 -3.324 0.348  -0.43
C -0.610 -3.560 1.256  -0.12
C -0.336 -3.717 2.610  -0.08
C 0.976 -3.636 3.070  -0.10
C 2.011 -3.390 2.177  -0.08
C 1.735 -3.242 0.820  -0.13
H -0.402 -0.730 -1.071  -0.15
H -0.960 -1.196 -2.662  0.04
H -2.451 -1.580 -0.014  0.06
H -2.966 -2.351 -1.497  0.05
H -5.505 -1.687 -2.732  0.09
H -7.668 -2.523 -1.888  0.10
H -8.532 -1.735 0.296  0.10
H -7.218 -0.118 1.629  0.10
H -5.048 0.703 0.801  0.09
H -3.942 2.912 -1.626  0.09
H -3.485 4.772 -0.066  0.11
H -2.176 4.361 1.997  0.11
H -1.318 2.091 2.476  0.10
H -1.791 0.235 0.931  0.08
H -0.678 -5.792 -0.303  0.10
H -2.375 -7.474 -0.873  0.11
H -3.882 -7.120 -2.805  0.11
H -3.649 -5.075 -4.187  0.11
H -1.942 -3.396 -3.623  0.10
H -1.631 -3.638 0.906  0.10
H -1.144 -3.914 3.305  0.11
H 1.191 -3.771 4.124  0.11
H 3.033 -3.331 2.531  0.11
H 2.547 -3.073 0.123  0.09
N -0.228 3.780 -2.098  0.05
N -1.143 3.503 -3.139  -0.07
C -0.882 2.600 -4.085  -0.91
N -1.940 2.260 -4.852  0.09
S 0.626 1.866 -4.281  0.53
H -0.147 4.785 -2.057  0.09
H 0.655 3.424 -2.441  -0.02
H -2.098 3.690 -2.890  0.12
H -2.745 2.862 -4.914  0.11
H -1.745 1.675 -5.641  0.09
C 0.471 -0.469 3.774  -0.03
C 0.578 -0.370 2.377  -0.15
N 1.209 0.611 1.760  0.03
C 1.780 1.580 2.515  -0.17
C 1.742 1.560 3.917  -0.14
C 1.062 0.497 4.540  0.01
C 2.343 2.624 4.678  -0.02
C 2.939 3.657 4.060  -0.02
C 3.015 3.708 2.624  -0.14
C 3.655 4.764 1.953  0.00
C 3.738 4.749 0.588  -0.04
C 3.179 3.662 -0.095  -0.14
N 2.565 2.660 0.500  0.02
C 2.471 2.674 1.849  -0.17
H -0.065 -1.299 4.217  0.11
H 0.128 -1.137 1.748  0.09
H 1.012 0.461 5.626  0.13
H 2.294 2.580 5.762  0.12
H 3.377 4.469 4.632  0.12
H 4.080 5.580 2.529  0.12
H 4.228 5.545 0.040  0.11
H 3.257 3.605 -1.181  0.11
N 6.210 0.463 -2.426  0.13
C 5.029 -0.202 -2.561  -0.17
N 4.378 -0.322 -1.435  -0.07
C 5.193 0.288 -0.476  -0.26
C 5.005 0.421 0.903  -0.03
C 5.978 1.092 1.617  -0.08
C 7.123 1.613 0.987  -0.08
C 7.333 1.466 -0.371  -0.01
C 6.345 0.791 -1.084  -0.19
H 6.879 0.621 -3.154  0.16
H 4.680 -0.572 -3.518  0.14
H 4.129 -0.009 1.386  0.11
H 5.865 1.216 2.689  0.11
H 7.867 2.129 1.585  0.11
H 8.224 1.858 -0.848  0.11

***

Record 2
2 unconnected molecules or ions with the total composition C8H8BrN3, computed with the ωB97M-V functional and the def2-TZVPD basis.

Computed properties:
- molar mass (g mol⁻¹) = 226.08
- frontier orbital gap (spin up / spin down) (eV) = 6.180 / 6.500
- 2S+1 = 3
- LUMO level (spin up / spin down) (hartree) = 0.0268 / -0.1056

Each line ends with the natural charge from an NBO analysis.
CARTESIAN COORDINATES (ANGSTROEM)
C 2.489 2.174 -0.006  -0.28
C 2.989 1.626 1.146  -0.13
C 1.411 1.750 -0.662  -0.18
C 2.296 0.579 1.831  -0.18
C 0.786 0.643 -0.059  0.10
C 1.130 0.094 1.197  -0.01
C -3.273 0.778 1.432  -0.42
C -3.036 -0.069 0.445  -0.27
N -0.322 -0.018 -0.419  -0.31
N 0.246 -0.911 1.463  -0.19
N -0.598 -0.885 0.537  -0.12
Br -3.838 0.198 -1.291  -0.02
H 3.025 3.041 -0.465  0.22
H 3.970 1.978 1.528  0.22
H 1.061 2.054 -1.755  0.22
H 2.618 -0.075 2.590  0.21
H -2.930 0.617 2.421  0.22
H -1.113 0.185 -1.051  0.44
H -3.844 1.769 1.350  0.22
H -2.540 -0.997 0.443  0.25